2 unconnected molecules or ions with the total composition C5H9NO4 at a distorted geometry, computed with wB97M-V/def2-TZVPD.

Results
Lowest unoccupied orbital energy = 0.183 eV
Relative energy (zero: lowest compared OMol25 entry of this formula, charge and spin) = 588.8 kJ/mol
Net charge = 0
Molecular weight = 147.1 Da
Structure (SMILES) = O/N=C1\C[C@@H](O)[C@@]12CO2.O
Kohn-Sham gap = 9.9 eV

Element x y z (Å)
O 1.01122 -2.70940 -1.63885
N 1.41444 -1.56436 -0.99074
C 0.46790 -0.73902 -0.83878
C -1.01304 -0.67726 -1.12695
C -0.94116 0.85999 -0.86942
O -1.90263 1.47238 -0.07320
C 0.47384 0.65582 -0.30136
C 1.20133 1.42123 0.71423
O 1.62568 1.55474 -0.60799
H 1.81454 -3.22982 -1.74191
H -1.33148 -1.00174 -2.12554
H -1.60599 -1.20366 -0.36314
H -0.90259 1.41465 -1.81492
H -1.91325 1.06906 0.80023
H 0.72689 2.31457 1.13415
H 1.50366 0.73166 1.63349
O 0.09753 -0.35321 2.86082
H -0.38470 -0.30084 1.92144
H -0.34219 0.28519 3.42844

Forces on the atoms, in the same order (eV/Å):
-0.471 -0.327 -0.143
0.175 0.665 0.061
0.137 -0.452 0.813
-0.224 -0.140 -0.355
0.509 -0.034 -0.530
-0.263 0.198 0.141
0.593 1.359 -1.547
-1.003 -1.470 3.083
-0.388 -1.179 0.518
0.071 0.133 0.097
0.017 0.077 0.312
0.129 0.072 -0.198
-0.061 -0.086 0.237
-0.030 -0.022 0.009
-0.112 -0.072 -0.316
1.061 1.461 -2.417
-1.489 -0.144 -3.051
1.564 -0.145 3.332
-0.215 0.104 -0.048


2 unconnected molecules or ions with the total composition C5H9NO7 at a distorted geometry, computed with wB97M-V/def2-TZVPD.

Results
Lowest unoccupied orbital energy (alpha / beta) = -2.257 / -2.730 eV
Relative energy (zero: lowest compared OMol25 entry of this formula, charge and spin) = 754.9 kJ/mol
Net charge = 0
Molecular weight = 195.1 Da
Kohn-Sham gap (alpha / beta) = 7.7 / 7.2 eV

Element x y z (Å)
O 1.24361 3.43846 -1.20746
N 0.06355 3.27782 -1.48586
O -0.94082 3.57710 -0.85525
O 0.10453 0.87242 -1.34594
C 0.63106 0.29509 -0.34401
C -0.49695 -0.44025 0.58016
C -1.59469 0.49113 1.03475
C 0.00675 -1.39790 1.67245
O 1.11653 -1.87564 1.88411
O -1.02621 -1.29834 -0.39831
O -1.88090 -2.27035 0.32805
C 1.80722 -0.74662 -0.73152
O 2.60041 -0.26240 -1.75009
H 1.12873 0.95583 0.42140
H -1.19552 1.16867 1.79352
H -1.90279 1.06018 0.14971
H -2.39733 -0.12819 1.44724
H -0.86348 -1.69409 2.30965
H -2.16912 -2.82780 -0.42338
H 2.43568 -0.88178 0.16582
H 1.29710 -1.68772 -1.01368
H 2.03264 0.37437 -2.23133

Forces on the atoms, in the same order (eV/Å):
-2.547 -0.400 -0.941
0.482 1.619 2.663
2.088 -0.778 -1.713
-0.442 1.007 -1.861
0.410 -2.619 3.675
1.302 0.134 -1.103
0.653 0.017 0.192
1.005 -0.717 1.454
-1.927 1.282 -0.768
-1.017 -1.532 -0.367
0.041 0.138 -1.053
-0.277 -0.162 0.934
-0.423 1.091 -0.734
0.029 0.271 -0.785
-0.261 0.078 0.059
-0.185 -0.122 0.353
-0.039 0.407 -0.105
0.580 0.067 0.008
0.247 0.438 0.389
-0.468 -0.194 -0.448
0.209 0.370 0.233
0.536 -0.397 -0.081


A single C5H9NOS molecule at a distorted geometry, computed with wB97M-V/def2-TZVPD.

Results
Lowest unoccupied orbital energy = 0.745 eV
Relative energy (zero: lowest compared OMol25 entry of this formula, charge and spin) = 408.8 kJ/mol
Net charge = 0
Molecular weight = 131.2 Da
Structure (SMILES) = N=[S@H](=O)C1=CCCC1
Kohn-Sham gap = 10.2 eV

Element x y z (Å)
N -2.78372 1.16927 0.64980
S -2.19421 0.14384 -0.23531
O -2.94664 -1.03868 -0.41075
C -0.43104 -0.17598 -0.07512
C 0.26340 -1.29634 0.33743
C 1.68402 -0.96656 0.38541
C 1.86158 0.29032 -0.53049
C 0.51884 0.89877 -0.24224
H -3.64481 0.90371 1.18839
H -2.01108 0.70238 -1.51513
H -0.02374 -2.18265 0.72022
H 1.82369 -0.69971 1.47059
H 2.40305 -1.75601 0.16951
H 2.76342 0.84319 -0.11417
H 2.03161 0.02887 -1.54263
H 0.14651 1.67739 -0.93733
H 0.53913 1.45818 0.68183

Forces on the atoms, in the same order (eV/Å):
-0.550 1.340 1.666
0.755 0.618 -1.664
-0.471 -2.558 -0.431
-0.103 -3.471 1.579
-1.256 3.988 -2.003
1.648 0.444 0.373
1.101 -0.330 3.003
-0.270 3.489 -1.304
1.445 0.155 -0.908
-0.193 -0.054 0.912
-1.663 -2.786 0.887
0.385 0.085 -0.763
-0.222 -0.231 -0.015
-1.262 -0.213 -0.830
0.012 -0.321 -1.018
0.394 -0.372 -0.163
0.252 0.216 0.679


A single C5H9NOS molecule at a distorted geometry, computed with wB97M-V/def2-TZVPD.

Results
Lowest unoccupied orbital energy = 0.741 eV
Relative energy (zero: lowest compared OMol25 entry of this formula, charge and spin) = 322.0 kJ/mol
Net charge = 0
Molecular weight = 131.2 Da
Structure (SMILES) = O[C@H]1CN[C@H]2[C@H](S)[C@H]21
Kohn-Sham gap = 9.7 eV

Element x y z (Å)
O 1.56275 -1.80772 -0.33540
C 1.18688 -0.53590 0.28498
C 1.25161 0.65543 -0.75740
N 0.30456 1.72744 -0.30721
C -0.64685 0.94460 0.60604
C -1.30362 -0.03151 -0.32717
S -3.09605 -0.34309 -0.22193
C -0.29578 -0.45661 0.78172
H 1.04110 -2.43972 0.22373
H 1.79031 -0.13122 1.21921
H 2.33499 1.00040 -0.50549
H 1.09386 0.32796 -1.77259
H 0.71831 2.41531 0.38347
H -1.37982 1.38169 1.21161
H -0.85771 -0.02164 -1.31596
H -3.18565 -1.64777 -0.83863
H -0.51891 -1.03766 1.67103

Forces on the atoms, in the same order (eV/Å):
-1.113 0.930 2.168
-1.152 0.971 0.111
2.876 0.642 2.948
-0.147 -0.237 3.102
-0.627 0.582 -3.197
-0.205 -1.758 0.794
0.709 -1.486 -0.788
1.581 -0.697 -1.075
0.924 0.427 -1.006
-0.537 -1.582 -1.704
-1.725 -0.140 -1.588
0.100 0.089 -0.217
0.201 -1.074 -1.506
-0.278 1.377 1.071
-0.548 -0.100 0.060
0.382 1.881 0.950
-0.440 0.177 -0.123


A single C5H9NOS molecule at a distorted geometry, computed with wB97M-V/def2-TZVPD.

Results
Lowest unoccupied orbital energy = 0.629 eV
Relative energy (zero: lowest compared OMol25 entry of this formula, charge and spin) = 626.9 kJ/mol
Net charge = 0
Molecular weight = 131.2 Da
Structure (SMILES) = CN(C=S)OC1CC1
Kohn-Sham gap = 8.6 eV

Element x y z (Å)
C -1.12414 1.45338 -0.29455
N -1.25472 -0.03372 -0.56821
C -2.24785 -0.66825 -0.18064
S -3.91123 -0.46277 0.21153
O -0.03192 -0.80048 -0.84806
C 0.86506 -0.93535 0.24577
C 2.27036 -0.67270 -0.21795
C 1.60918 0.35370 0.65397
H -0.19281 1.86028 -0.89635
H -2.11639 1.87293 -0.59504
H -0.85051 1.48816 0.92968
H -2.17666 -1.71282 -0.47857
H 0.52985 -1.58728 1.00190
H 2.34939 -0.12881 -1.17198
H 3.04239 -1.49601 0.18144
H 1.65770 0.05724 1.85071
H 1.58228 1.41249 0.17634

Forces on the atoms, in the same order (eV/Å):
2.199 -0.950 1.557
4.828 3.889 -0.066
-5.923 -4.587 -0.260
1.847 1.101 0.092
-1.613 0.613 -0.306
-0.400 3.556 -3.106
1.312 -2.062 1.557
0.208 -1.087 3.626
-2.294 -0.772 1.153
1.040 -0.103 0.559
-1.047 0.527 -3.472
0.779 -0.288 0.546
0.064 -0.811 0.748
0.248 -1.492 0.028
-1.364 2.462 -1.288
0.560 2.179 -2.923
-0.444 -2.176 1.554


A single C5H9NOS molecule at a distorted geometry, computed with wB97M-V/def2-TZVPD.

Results
Lowest unoccupied orbital energy = 0.945 eV
Relative energy (zero: lowest compared OMol25 entry of this formula, charge and spin) = 357.5 kJ/mol
Net charge = 0
Molecular weight = 131.2 Da
Structure (SMILES) = C=NOC1(CS)CC1
Kohn-Sham gap = 9.8 eV

Element x y z (Å)
C -0.84611 1.86655 -2.28800
N -0.46166 1.55566 -1.10366
O -0.19773 0.18188 -1.06015
C 0.22084 -0.25132 0.18863
C -0.84068 -0.07615 1.29365
S -2.30748 -1.07799 0.97923
C 1.22147 -1.40429 0.28889
C 1.62045 0.00823 0.68318
H -0.80555 1.09050 -3.14899
H -1.20490 2.86886 -2.51856
H -0.37600 -0.32748 2.26179
H -1.17345 0.98712 1.35641
H -1.60527 -2.22594 0.95956
H 1.63342 -1.78726 -0.66369
H 1.06564 -2.14599 1.07743
H 1.76911 0.22039 1.73738
H 2.28789 0.51723 -0.04309

Forces on the atoms, in the same order (eV/Å):
0.514 -1.536 -0.599
-0.751 0.167 -1.078
0.535 -0.302 -0.767
0.112 0.445 2.079
0.520 0.250 -0.224
0.009 -0.252 0.153
-0.542 0.457 -0.646
0.571 0.109 -1.200
-0.248 1.238 1.582
0.348 -0.148 0.374
-0.326 0.025 -0.342
0.312 -0.781 -0.215
-0.263 0.012 -0.043
-0.360 0.252 0.735
-0.003 0.256 -0.341
0.006 0.133 -0.240
-0.435 -0.324 0.773


A molecular structure, C5H9NOS2 at a distorted geometry, computed with wB97M-V/def2-TZVPD.

Results
Lowest unoccupied orbital energy = -1.542 eV
Relative energy (zero: lowest compared OMol25 entry of this formula, charge and spin) = 335.1 kJ/mol
Net charge = 0
Molecular weight = 163.3 Da
Kohn-Sham gap = 6.8 eV

Element x y z (Å)
C 0.85291 0.92207 0.21393
C -0.53936 3.23880 0.86469
C -0.11646 -0.28598 0.21415
C -1.09895 -0.49262 -0.87243
C 0.50591 -1.63977 0.65419
N -1.25952 2.46334 1.66528
O -2.04125 2.75611 2.54043
S 0.39724 2.52991 -0.42871
S -1.24340 0.11573 1.66409
H 1.11558 1.04523 1.26967
H 1.78582 0.68276 -0.38177
H -0.64509 4.27763 0.75690
H -1.55577 0.43078 -1.26487
H -1.93999 -1.16607 -0.55236
H -0.64695 -0.87176 -1.77702
H 0.89865 -1.42518 1.64291
H 1.26964 -2.12467 0.10791
H -0.35311 -2.25844 0.86998

Forces on the atoms, in the same order (eV/Å):
1.281 -1.123 -0.443
-0.691 -3.913 0.332
-0.725 0.211 1.415
-1.280 0.203 -1.910
-0.887 1.870 1.765
0.453 -0.166 -0.688
-0.024 0.367 0.240
-0.023 -0.087 -0.270
0.609 2.598 -0.176
0.423 0.102 -0.273
-0.928 0.109 0.637
-0.530 1.214 0.651
0.017 -0.037 0.681
0.965 0.552 -0.379
0.386 -0.675 -0.302
0.486 -0.202 0.238
0.515 -0.289 -1.205
-0.047 -0.732 -0.313


2 unconnected molecules or ions with the total composition C5H9NS at a distorted geometry, computed with wB97M-V/def2-TZVPD.

Results
Lowest unoccupied orbital energy (alpha / beta) = 0.091 / 0.088 eV
Relative energy (zero: lowest compared OMol25 entry of this formula, charge and spin) = 453.4 kJ/mol
Net charge = 0
Molecular weight = 115.2 Da
Kohn-Sham gap (alpha / beta) = 7.9 / 7.9 eV

Element x y z (Å)
C -0.55122 0.12809 2.25902
C -0.72062 1.20558 -0.89551
C 0.25625 0.68276 0.09949
C -0.14137 -0.23401 -1.04377
C 0.69236 -0.60060 -2.25802
N 0.14622 -0.91066 2.75147
S -1.88599 0.78231 3.01549
H -1.67950 1.19767 -0.51207
H -0.51834 2.03601 -1.54140
H 1.06503 1.15336 0.37758
H -0.60814 -1.13726 -0.60871
H 1.30336 -1.53569 -2.05536
H 1.34300 0.24564 -2.28516
H 0.31505 -0.61970 -3.25873
H 0.89459 -1.23519 2.16202
H 0.08932 -1.15830 3.79368

Forces on the atoms, in the same order (eV/Å):
-0.987 0.280 -0.989
0.757 -2.254 1.152
-4.684 -2.554 0.087
-0.370 -0.243 0.406
1.952 -0.244 1.763
0.028 0.616 0.880
1.601 -0.268 -1.169
-2.137 0.253 0.563
0.544 0.015 -0.395
4.450 2.063 1.147
-0.868 0.978 -0.484
-0.661 1.114 -0.370
1.312 0.402 -0.416
-1.229 -0.325 -0.231
0.241 -0.265 0.419
0.052 0.429 -2.365


A single C5H9NS molecule at a distorted geometry, computed with wB97M-V/def2-TZVPD.

Results
Lowest unoccupied orbital energy = 0.917 eV
Relative energy (zero: lowest compared OMol25 entry of this formula, charge and spin) = 457.7 kJ/mol
Net charge = 0
Molecular weight = 115.2 Da
Structure (SMILES) = S[C@]12CNC[C@H]1C2
Kohn-Sham gap = 9.7 eV

Element x y z (Å)
S -0.09482 -0.91510 2.57487
C 0.04950 -0.61311 0.78212
C 1.34859 0.02184 0.03020
N 0.67140 1.31207 -0.42804
C -0.46089 0.82777 -1.09683
C -1.13375 0.11339 0.14888
C -0.75473 -1.35229 -0.13065
H -0.01144 0.47932 2.85229
H 1.47419 -0.83567 -0.78045
H 2.30405 0.46812 0.60336
H 1.39186 2.13226 -0.88315
H -1.17345 1.71538 -1.68405
H -0.21734 -0.15073 -1.96508
H -1.89381 0.54635 0.77290
H -1.38121 -2.18897 0.26576
H -0.11815 -1.56064 -1.06211

Forces on the atoms, in the same order (eV/Å):
0.538 2.039 -0.635
1.851 2.322 1.607
-0.159 1.358 1.047
4.783 1.767 -1.580
-2.958 0.797 -2.691
1.954 -1.740 -2.956
-1.685 -2.813 -0.114
-0.106 -1.775 -0.079
0.844 2.313 1.102
-2.085 -2.036 -1.014
-2.682 -3.445 1.065
2.143 -2.558 1.883
-0.657 3.480 1.954
-0.432 -0.282 -0.247
0.662 0.673 -0.516
-2.011 -0.100 1.174


A molecular structure, C5H9NS, computed with wB97M-V/def2-TZVPD.

Results
Lowest unoccupied orbital energy = 0.854 eV
Relative energy (zero: lowest compared OMol25 entry of this formula, charge and spin) = 127.8 kJ/mol
Net charge = 0
Molecular weight = 115.2 Da
Kohn-Sham gap = 10.1 eV

Element x y z (Å)
C 0.30733 0.00098 -0.09435
C -0.47498 -1.30723 -0.12284
C -1.81299 -0.73599 0.44427
C -0.74924 0.98244 -0.63871
C -0.12390 0.58183 1.26633
H 2.32448 1.17845 -0.52756
H -0.57044 -1.71847 -1.12368
H -0.01722 -2.06120 0.52022
H -2.64691 -0.81507 -0.24252
H -2.10987 -1.17907 1.38820
H -1.28707 0.73004 -1.55229
H -0.42793 2.03041 -0.66526
H -0.06392 -0.06640 2.13473
H 0.29799 1.56540 1.46662
N -1.48875 0.70613 0.63989
S 2.00280 -0.10870 -0.68786

Forces on the atoms, in the same order (eV/Å):
0.265 0.372 -0.229
-0.053 -0.160 0.235
0.237 0.217 -0.077
-0.060 0.267 -0.036
-0.019 -0.051 -0.188
-0.056 0.121 0.045
0.001 -0.004 -0.133
-0.056 0.003 -0.007
-0.095 -0.073 -0.177
0.029 -0.049 0.155
0.003 -0.060 -0.033
0.029 -0.262 0.031
-0.012 -0.042 0.188
-0.027 -0.011 0.027
-0.030 -0.027 0.170
-0.157 -0.242 0.030


A single C5H9NS molecule at a distorted geometry, computed with wB97M-V/def2-TZVPD.

Results
Lowest unoccupied orbital energy = -0.194 eV
Relative energy (zero: lowest compared OMol25 entry of this formula, charge and spin) = 129.0 kJ/mol
Net charge = 0
Molecular weight = 115.2 Da
Structure (SMILES) = CC(=S)/C(C)=C\N
Kohn-Sham gap = 7.7 eV

Element x y z (Å)
C -0.75288 0.13883 -2.12284
C -0.07503 0.17408 -0.78726
S 1.08710 1.43222 -0.48737
C -0.56710 -0.62184 0.25768
C -1.76379 -1.52898 0.14765
C -0.04014 -0.71403 1.53024
N 1.13352 -0.19221 2.01033
H -0.94962 -0.93163 -2.45191
H -1.81330 0.64754 -2.07705
H 0.00379 0.57522 -2.92197
H -1.49173 -2.29652 -0.60232
H -2.03232 -2.02467 1.17285
H -2.63661 -0.90001 -0.21302
H -0.36895 -1.48852 2.27909
H 1.54490 0.56408 1.44036
H 1.60923 -0.40386 2.94674

Forces on the atoms, in the same order (eV/Å):
0.028 -0.274 -1.915
0.650 2.277 0.889
-0.953 -1.439 -0.816
-0.327 -0.598 1.704
-1.129 -0.066 -0.074
3.097 -0.876 2.169
0.155 0.486 0.634
0.135 1.135 0.458
2.221 -0.675 -0.228
-2.044 -0.495 1.614
-0.761 0.061 0.367
0.455 0.927 -2.128
0.662 -1.140 0.345
-0.387 0.918 -1.168
-0.125 -0.414 0.242
-1.677 0.174 -2.093


A single C5H9NS molecule at a distorted geometry, computed with wB97M-V/def2-TZVPD.

Results
Lowest unoccupied orbital energy = 0.898 eV
Relative energy (zero: lowest compared OMol25 entry of this formula, charge and spin) = 203.3 kJ/mol
Net charge = 0
Molecular weight = 115.2 Da
Structure (SMILES) = C=C[C@H](C)C(N)=S
Kohn-Sham gap = 8.9 eV

Element x y z (Å)
C 0.70542 -1.53118 -0.79800
C 1.09629 -0.33502 -0.47048
C 0.40690 0.50843 0.55514
C -0.16038 -0.26637 1.72082
C -0.86206 1.36489 -0.38183
N -1.05485 0.74567 -1.52861
S -1.44843 2.69381 0.33730
H 1.22018 -2.02614 -1.63204
H -0.00045 -2.19652 -0.31374
H 2.15139 -0.08183 -0.67938
H 0.99660 1.25878 0.85024
H -1.02659 -0.96446 1.51713
H -0.39927 0.51659 2.43216
H 0.63251 -0.89113 2.34807
H -0.50220 0.03754 -1.77132
H -1.75507 1.16694 -2.18546

Forces on the atoms, in the same order (eV/Å):
0.406 -2.630 -1.572
1.753 0.931 2.281
-3.516 -2.472 -3.638
0.575 -1.139 1.754
2.963 -1.725 2.735
-4.636 4.952 -0.034
-0.568 0.236 -0.423
0.155 -0.051 0.548
-0.692 0.705 -0.079
-0.890 0.516 -0.949
2.124 2.886 1.260
0.924 1.049 0.107
-0.881 -0.143 0.296
-1.247 1.125 -1.771
2.413 -3.438 -1.370
1.116 -0.803 0.855